{"formula": "C40H64Cl8F14N6O5S", "method": "ωB97M-V/def2-TZVPD", "symbols": ["N", "C", "C", "C", "C", "C", "C", "C", "C", "C", "N", "C", "C", "C", "C", "F", "F", "C", "F", "F", "C", "F", "F", "C", "F", "F", "S", "F", "F", "F", "F", "F", "N", "C", "C", "C", "C", "N", "N", "H", "H", "H", "H", "H", "H", "H", "H", "H", "H", "H", "H", "H", "H", "H", "H", "H", "H", "H", "H", "H", "H", "H", "H", "H", "H", "H", "H", "H", "H", "H", "Cl", "C", "C", "Cl", "C", "C", "C", "C", "H", "H", "H", "H", "C", "C", "C", "O", "C", "O", "O", "H", "H", "H", "H", "H", "H", "C", "Cl", "Cl", "Cl", "Cl", "F", "C", "C", "N", "C", "C", "C", "C", "C", "O", "C", "H", "H", "H", "H", "H", "H", "H", "H", "H", "H", "H", "H", "H", "H", "H", "H", "H", "H", "H", "H", "C", "Cl", "Cl", "H", "H", "O", "H"], "positions_angstrom": [[-3.94026, -0.83579, 9.45470], [-3.31805, -0.54401, 8.11677], [-1.81674, 0.06948, 8.25147], [-1.03168, -0.29516, 6.89409], [-1.20033, 0.77537, 5.71604], [-0.74936, 0.20282, 4.26544], [-0.08531, 1.25863, 3.35020], [0.35885, 0.60210, 1.98614], [1.11479, 1.42213, 0.84924], [0.07426, 1.85789, -0.31344], [-0.06103, 3.35901, -0.41291], [-0.00482, -0.89264, 1.94743], [0.39469, -1.66344, 0.58217], [1.81755, -2.34714, 0.82802], [2.30429, -3.29232, -0.39700], [1.12360, -3.81568, -0.96918], [2.94437, -4.39177, 0.26580], [3.25983, -2.46218, -1.37339], [4.38917, -2.10138, -0.54976], [2.62366, -1.21341, -1.62933], [3.90249, -3.19470, -2.62359], [4.61362, -4.32780, -2.08459], [4.98861, -2.36986, -3.08151], [2.98908, -3.79145, -3.75428], [2.21671, -4.92294, -3.35457], [3.90005, -4.36551, -4.70671], [1.85637, -2.65520, -4.72126], [2.75692, -1.27143, -4.47275], [2.77665, -2.93510, -6.13194], [0.92942, -4.01291, -5.15399], [0.80154, -2.37616, -3.45656], [0.82963, -1.73388, -5.69459], [-0.65331, -1.68727, 2.91781], [-0.93376, -3.16894, 2.75281], [-2.25586, -3.47183, 1.88637], [-3.21976, -4.38724, 2.78257], [-4.21153, -3.45484, 3.63290], [-5.24226, -2.87708, 2.70283], [-1.03527, -1.14852, 4.07455], [-3.94924, -1.85975, 9.62302], [-4.94617, -0.60654, 9.31948], [-3.29847, -1.55037, 7.54770], [-3.92332, 0.18395, 7.47771], [-1.32504, -0.56093, 9.08561], [-1.81245, 1.17278, 8.51550], [-1.38445, -1.35590, 6.60603], [0.10480, -0.40617, 7.07150], [-0.60765, 1.73817, 5.98355], [-2.28806, 1.13593, 5.56372], [0.09912, 2.35088, 3.60245], [2.05572, 0.91608, 0.45621], [1.44665, 2.41188, 1.34213], [-0.97029, 1.46864, -0.05364], [0.39938, 1.42956, -1.31856], [0.59221, 3.71626, -1.13759], [-0.99236, 3.61630, -0.76530], [0.52090, -0.91283, -0.28562], [-0.44351, -2.36200, 0.26414], [2.56173, -1.49542, 1.03889], [1.83038, -2.98615, 1.78859], [-0.07079, -3.72983, 2.27035], [-1.02767, -3.58930, 3.82201], [-1.93616, -4.12339, 0.98825], [-2.75558, -2.54890, 1.44038], [-3.79414, -5.15394, 2.14030], [-2.62705, -5.02471, 3.53873], [-4.75166, -4.12793, 4.37927], [-3.63888, -2.59603, 4.11793], [-6.14978, -3.25030, 3.00382], [-5.20077, -1.85547, 2.85173], [-3.76365, -5.84011, -1.19852], [-3.21579, -5.84962, -2.84183], [-3.73161, -6.72711, -3.79506], [-4.96939, -7.87023, -3.42249], [-3.24599, -6.69531, -5.10077], [-2.25051, -5.78809, -5.45467], [-1.74048, -4.90876, -4.50407], [-2.22253, -4.94073, -3.20034], [-3.64218, -7.38101, -5.84683], [-1.87335, -5.76770, -6.47206], [-0.96807, -4.19926, -4.77705], [-1.81911, -4.25292, -2.46360], [-1.07740, 6.20219, 11.04614], [-1.08716, 4.75878, 10.59376], [0.21823, 4.04861, 10.79661], [0.16871, 3.03971, 9.79025], [-0.61665, 3.52516, 8.79227], [-0.72961, 3.01758, 7.71101], [-1.25511, 4.66296, 9.17768], [-0.24953, 6.75271, 10.59089], [-1.99622, 6.70555, 10.73449], [-0.98876, 6.27174, 12.13214], [-1.92721, 4.22264, 11.06810], [0.30374, 3.60462, 11.78275], [1.09311, 4.67949, 10.61047], [-2.34807, 3.09204, 14.19814], [-0.58422, 3.18611, 14.02881], [-3.13747, 4.10458, 12.96235], [-2.87047, 1.40748, 14.00094], [-2.81006, 3.66988, 15.81199], [-3.54521, -9.20355, -5.57531], [0.55747, 3.76483, -8.92502], [1.47801, 2.56015, -8.84610], [2.96149, 2.90662, -8.66774], [3.40094, 3.73028, -9.88181], [3.81056, 1.63014, -8.73126], [3.58545, 0.61872, -7.62393], [3.26225, 3.77733, -7.42863], [2.76535, 3.26689, -6.07455], [1.35596, 3.12698, -6.06103], [0.88121, 2.13774, -5.14969], [0.74406, 4.36670, -9.81551], [-0.47782, 3.42053, -8.98623], [0.62816, 4.41530, -8.05262], [1.40424, 1.98625, -9.77616], [1.18011, 1.89556, -8.04027], [3.15392, 3.17267, -10.78553], [4.47797, 3.89088, -9.81364], [2.88751, 4.69134, -9.86810], [4.85893, 1.93973, -8.73929], [3.58610, 1.16423, -9.69439], [4.16590, 0.86844, -6.73518], [3.95730, -0.35717, -7.94723], [2.53932, 0.48771, -7.34812], [2.81094, 4.75168, -7.63096], [4.34787, 3.90430, -7.40243], [3.02952, 4.00935, -5.31304], [3.26411, 2.34370, -5.78752], [1.64936, 1.79645, -4.45064], [0.51339, 1.28412, -5.72574], [0.04411, 2.55878, -4.58612], [-0.14692, 7.45737, -8.95531], [-1.06440, 6.57352, -10.17962], [1.56143, 7.57860, -9.39904], [-0.55965, 8.46017, -8.85919], [-0.22842, 6.93221, -8.00489], [5.02742, -6.42176, -0.00581], [4.54470, -5.80222, -0.53811]], "mulliken_charge": [-0.6166, -0.4607, 0.0182, -0.5954, -0.0890, 0.2296, -1.1665, 0.2668, -0.7633, -0.1317, -0.6746, 0.7494, -0.0776, -0.9112, 0.6688, -0.2121, -0.2645, 0.5671, -0.3178, -0.1269, 0.3853, -0.2121, -0.2822, 0.7236, -0.1931, -0.2545, 1.2954, -0.3761, -0.3992, -0.3584, -0.2084, -0.3844, 1.1719, -0.8109, -0.2221, -0.7785, -0.2200, -0.5720, -1.0587, 0.2541, 0.2531, 0.1842, 0.3290, 0.2846, -0.2767, 0.2190, 0.2894, 0.3233, 0.2679, 0.3867, 0.2162, 0.4958, 0.3191, 0.0956, 0.2424, 0.2556, 0.1180, -0.0814, 0.2840, 0.4803, 0.1404, 0.4843, 0.2345, 0.3449, 0.2606, 0.3524, 0.3653, -0.0218, 0.2540, 0.2091, -0.2319, 0.3031, 0.4259, -0.1402, -0.4611, -0.7210, -0.2428, -0.5460, 0.3952, 0.3519, 0.3127, 0.4464, -1.4468, 0.9631, -0.0734, -0.3254, 0.5858, -0.5875, -0.3836, 0.4063, 0.3632, 0.3525, -0.0806, -0.1495, 0.3221, 0.4034, -0.1313, -0.0933, -0.0816, -0.0894, -0.9082, -1.1634, -0.4184, 0.0502, -0.9708, -0.4013, -1.1337, -0.6880, -0.3049, -0.2739, -0.8030, 0.3622, 0.4185, 0.2110, 0.6161, 0.1343, 0.3913, 0.4214, 0.3480, 0.3340, 0.4459, 0.3177, 0.5466, 0.1608, 0.3748, 0.4052, 0.4203, 0.1836, 0.3848, 0.2940, 0.2997, -0.2127, -0.1433, -0.1520, 0.3441, 0.1887, -1.0270, 0.1999], "lumo_energy_ev": -2.49, "e_homo_ev": -4.20, "total_energy_ev": -210735.2792, "orbital_gap_ev": 1.72}


{"formula": "C52H47CaGeN7S2", "method": "ωB97M-V/def2-TZVPD", "symbols": ["Ca", "C", "S", "C", "S", "N", "N", "C", "C", "C", "C", "C", "C", "N", "H", "H", "H", "H", "H", "H", "H", "H", "C", "C", "N", "C", "C", "C", "C", "C", "C", "C", "N", "C", "C", "C", "C", "C", "C", "C", "C", "N", "C", "H", "H", "H", "H", "H", "H", "H", "H", "H", "H", "H", "H", "C", "N", "C", "C", "C", "C", "C", "C", "C", "C", "H", "H", "H", "H", "H", "H", "H", "H", "H", "H", "H", "H", "C", "Ge", "C", "C", "C", "C", "C", "C", "C", "C", "C", "C", "C", "C", "C", "C", "C", "C", "H", "H", "H", "H", "H", "H", "H", "H", "H", "H", "H", "H", "H", "H", "H"], "positions_angstrom": [[1.64481, -0.40543, 0.59078], [-1.51200, -2.65763, -4.20186], [0.26382, -2.51211, -4.24712], [0.74336, -1.62910, -2.65396], [-0.34374, -1.23936, -1.38060], [2.02292, -1.26951, -2.74929], [2.64048, -0.79297, -1.60416], [3.86410, -0.40183, -1.84344], [4.64797, 0.44684, -0.96272], [6.00085, 0.84128, -1.25093], [6.67678, 1.62771, -0.33151], [6.03090, 2.02863, 0.82443], [4.70210, 1.61222, 1.04126], [4.04707, 0.81959, 0.20796], [-1.86358, -2.40562, -5.22809], [-1.89340, -2.01422, -3.42800], [-1.72575, -3.71328, -3.94614], [4.26399, -0.72851, -2.82636], [6.48715, 0.43560, -2.15497], [7.70339, 1.84872, -0.51873], [6.58257, 2.61309, 1.53321], [4.16609, 1.92754, 1.92443], [3.02999, -5.04055, 0.81201], [2.80442, -3.74203, 0.38099], [2.24870, -2.80004, 1.17115], [1.82353, -3.18657, 2.40573], [1.90194, -4.58475, 2.88660], [2.63904, -5.44643, 2.08062], [1.28434, -4.97557, 4.08965], [0.79109, -3.96968, 4.96087], [0.73802, -2.65358, 4.53949], [1.30308, -2.19538, 3.30961], [1.44824, -0.87192, 2.97442], [1.41068, 0.18053, 3.86879], [1.76918, 0.16526, 5.20757], [1.44435, 1.18480, 6.09569], [0.97229, 2.40974, 5.64437], [0.78391, 2.55927, 4.26709], [0.15037, 3.72616, 3.69900], [0.20066, 3.90189, 2.34067], [0.61789, 2.81030, 1.55323], [0.91991, 1.60891, 2.02031], [1.06964, 1.46754, 3.37060], [3.54462, -5.74402, 0.17655], [3.12840, -3.44197, -0.60052], [2.93392, -6.45002, 2.47616], [1.35989, -6.01028, 4.37984], [0.43172, -4.30140, 5.94439], [0.24925, -1.89898, 5.18169], [2.25880, -0.73917, 5.60539], [1.58150, 1.01522, 7.16821], [0.70589, 3.21984, 6.30644], [-0.32756, 4.48201, 4.34748], [0.03219, 4.86434, 1.86454], [0.56809, 2.99781, 0.46306], [1.46167, 2.00897, -7.52159], [1.62296, 1.60442, -6.13802], [2.89310, 1.77199, -5.59984], [0.42825, 1.85703, -5.26051], [0.77310, 2.98640, -4.27786], [-0.14254, 3.43723, -3.32105], [0.26535, 4.49133, -2.47738], [1.51694, 5.04636, -2.61231], [2.39285, 4.65619, -3.64229], [2.00561, 3.66018, -4.50283], [2.33023, 1.72523, -8.11651], [1.40897, 3.08048, -7.61458], [0.56625, 1.55439, -7.98358], [3.79265, 1.65120, -6.26190], [3.03555, 1.34814, -4.57956], [2.79680, 3.21040, -5.19596], [0.13106, 0.94286, -4.69531], [-0.43044, 2.11448, -5.84775], [-1.06447, 2.88994, -3.01850], [-0.34033, 4.82196, -1.65145], [1.88364, 5.78750, -1.94587], [3.35727, 5.12590, -3.81501], [-2.63506, 1.70951, -0.79992], [-2.68763, 0.07576, 0.38289], [-3.52154, 0.60117, 2.11178], [-2.96362, 0.23948, 3.35123], [-3.52692, 0.67826, 4.53442], [-4.45836, 1.70725, 4.54811], [-4.92063, 2.15995, 3.30971], [-4.51251, 1.57670, 2.13449], [-3.93647, -1.14905, -0.61776], [-4.65670, -0.68135, -1.72173], [-5.80987, -1.31583, -2.18093], [-6.18571, -2.53443, -1.63291], [-5.43243, -3.13229, -0.61506], [-5.81435, -4.39872, -0.06667], [-5.02729, -5.01210, 0.87586], [-3.85382, -4.37926, 1.36662], [-3.49244, -3.13563, 0.87748], [-4.29274, -2.42470, -0.04921], [-3.65517, 2.07503, -1.12885], [-1.98646, 1.50269, -1.67116], [-2.15665, 2.50895, -0.20755], [-2.12671, -0.44303, 3.37768], [-3.18844, 0.18444, 5.46689], [-4.75828, 2.22261, 5.45461], [-5.59858, 3.00169, 3.23992], [-4.94565, 1.92777, 1.22014], [-4.32560, 0.25105, -2.17590], [-6.40340, -0.90456, -2.98171], [-7.02926, -3.10999, -2.02660], [-6.62389, -4.98942, -0.54957], [-5.30073, -6.03693, 1.17215], [-3.22763, -4.90931, 2.06895], [-2.59777, -2.61121, 1.22634]], "mulliken_charge": [1.8295, -0.2603, -0.1391, -0.1586, -0.1168, -0.9277, 0.5435, -0.9301, 0.7642, -0.9434, -0.2157, -0.9865, -0.2022, 0.0160, 0.3230, -0.2293, 0.2805, 0.2578, 0.3836, 0.4454, 0.4144, 0.5276, -0.9558, -0.3261, 0.1080, 0.2807, 0.5870, -0.5742, -0.9815, -0.7248, -0.3737, 0.2370, 0.0514, 0.0303, -0.5561, -0.5571, -0.8680, 0.8079, -0.9063, -0.6852, -0.9195, 1.0774, -0.8613, 0.3773, 0.4647, 0.3373, 0.4119, 0.3406, 0.4758, 0.5765, 0.3661, 0.3886, 0.3389, 0.4471, 0.5957, -1.0000, 0.2465, -0.9517, -0.7756, 1.2313, -0.3077, -0.6593, -0.5923, -0.7915, -0.2092, 0.3423, 0.3695, 0.3133, 0.3868, 0.2842, 0.2383, -0.0435, 0.4467, 0.2005, 0.4727, 0.4146, 0.4174, -1.1569, 0.7568, -0.1412, -0.2169, -0.3945, -0.4489, -0.5550, -0.2314, 1.0193, -0.2610, -0.8791, -0.7791, 0.7860, -0.8885, -0.2577, -0.9473, -0.2419, -0.6582, 0.4019, -0.0734, 0.4687, 0.3384, 0.2877, 0.3666, 0.3696, 0.3287, 0.3103, 0.3795, 0.2768, 0.2335, 0.3248, 0.4540, 0.3091], "lumo_energy_ev": [1.24, 1.24], "charge": -1, "relative_energy_kcal_mol": 31.8, "spin_multiplicity": 2, "e_homo_ev": [-2.30, -2.30], "total_energy_ev": -161741.8051, "orbital_gap_ev": [3.53, 3.53]}


{"formula": "C5H6N2O", "method": "ωB97M-V/def2-TZVPD", "symbols": ["C", "C", "N", "C", "O", "N", "C", "C", "H", "H", "H", "H", "H", "H"], "positions_angstrom": [[0.03335, -0.11168, -1.00998], [0.72817, -0.78734, 1.02219], [0.28491, 1.21434, -1.35787], [1.02470, -0.89378, -0.32628], [-0.73731, -0.76716, -1.92410], [1.04489, -1.31273, 2.12437], [-0.72384, 0.06288, 0.87921], [-1.68444, 0.59195, 1.41066], [-0.97008, -0.15619, -2.63905], [0.95951, 1.64709, -0.73882], [-0.55048, 1.78712, -1.42237], [1.41760, -0.68522, 2.83280], [1.66820, -1.62882, -0.78718], [-2.49518, 1.03954, 1.93645]], "mulliken_charge": [1.0649, 0.4005, -0.5194, -1.1631, -0.4215, -0.6784, -0.4524, -0.1965, 0.3498, 0.3093, 0.2685, 0.2697, 0.3625, 0.4062], "lumo_energy_ev": [-0.55, -0.55], "relative_energy_kcal_mol": 130.8, "e_homo_ev": [-8.00, -8.00], "total_energy_ev": -10303.9305, "orbital_gap_ev": [7.45, 7.46]}